<1>
A single CH3FN2O2 molecule. Source: the Open Molecules 2025 dataset; level of theory: ωB97M-V with the def2-TZVPD basis set.

2S+1	1
SMILES string	CO/[N+]([O-])=N/F
LUMO energy	0.44	eV
frontier orbital gap	11.15	eV

```
9
Properties=species:S:1:pos:R:3:mulliken_charge:R:1
C 0.16160 0.36976 0.14098 -0.6029
N -2.37028 1.62495 -0.28457 -0.2920
N -1.70484 1.78394 0.75462 1.0656
O -0.93633 0.66856 0.97888 -0.3120
O -1.58606 2.71181 1.51012 -0.6152
F -2.93534 2.72372 -0.76566 -0.1281
H 1.19833 0.48775 0.66678 0.2350
H 0.10139 -0.54359 -0.28826 0.2990
H 0.16667 1.08304 -0.63016 0.3507
```

=====

<2>
A single CH3FN2O2 molecule. Source: the Open Molecules 2025 dataset; level of theory: ωB97M-V with the def2-TZVPD basis set.

2S+1	1
SMILES string	CN(F)[N+](=O)[O-]
LUMO energy	0.59	eV
frontier orbital gap	11.34	eV

```
9
Properties=species:S:1:pos:R:3:mulliken_charge:R:1
C -0.02763 -0.06097 0.18648 -0.6001
N -1.54918 -0.44506 0.04586 0.0992
N -2.59302 0.41196 0.06318 1.0382
O -2.30438 1.60844 0.13767 -0.6085
O -3.71712 -0.04262 -0.09885 -0.5858
F -1.89801 -1.76972 -0.10991 -0.2077
H 0.62154 -1.04391 0.37452 0.2855
H 0.22643 0.29791 -0.80301 0.2957
H 0.02417 0.44792 1.14366 0.2835
```

=====

In kcal/mol, relative to the most stable structure: <1> 5.4; <2> 0.0.